(1)
9
Properties=species:S:1:pos:R:3:forces:R:3:mulliken_charge:R:1 method="wB97M-V/def2-TZVPD" relative_energy_ev=7.867 energy_ev=-7724.877 multiplicity=1 largest_force_ev_per_a=5.91
C -0.80661 -1.91387 -0.13855 0.1 1.2 0.0 0.1894
C 0.55772 1.43391 0.08152 -2.6 2.8 -0.6 -0.4073
C -0.48622 0.61739 -0.18071 -2.7 0.9 -0.8 0.0304
C -0.20573 -0.72231 -0.01512 5.5 0.7 2.2 0.1357
N -1.19796 -2.93810 -0.43022 -1.2 -2.8 -0.5 -0.2985
O 1.83260 -1.00956 0.70008 -4.1 0.4 -1.4 -0.5741
H 0.47493 2.54858 0.00835 0.1 -1.2 -0.1 0.2390
H 1.38246 0.97532 0.46460 2.6 -1.2 0.8 0.4278
H -1.55120 1.00865 -0.48995 2.2 -0.8 0.5 0.2577


(2)
45
Properties=species:S:1:pos:R:3:forces:R:3:mulliken_charge:R:1 method="wB97M-V/def2-TZVPD" energy_ev=-163921.149 multiplicity=1 largest_force_ev_per_a=13.19
C 5.55758 0.48761 -0.74936 0.4 -0.1 0.7 -0.9013
C 4.07419 0.83929 -1.34027 1.4 -0.6 0.8 -0.3053
C 3.15967 1.18487 -0.06620 -0.5 0.2 -0.5 -0.2172
F 2.93913 -0.02854 0.70614 0.3 2.4 -1.5 -0.3120
C 1.73532 1.82766 -0.40832 -5.6 -3.7 -0.2 -0.1769
C 0.46473 0.94197 -0.42388 2.9 3.4 0.0 -0.6280
C -1.02006 1.53303 -0.73225 0.5 2.8 -0.9 0.2798
C -2.21367 0.47358 -0.65364 1.9 -0.9 5.2 0.5047
F -3.55644 0.90466 -0.97772 2.6 -0.7 1.8 -0.2897
F -2.23087 -0.06625 0.68291 -0.4 1.4 -4.3 -0.1719
F -1.88473 -0.69389 -1.53678 2.1 -2.8 9.6 -0.3851
C -1.06855 3.08720 -1.02388 3.6 -3.1 1.3 0.0317
Br -2.77869 3.99691 -1.42163 1.5 -0.6 0.3 -0.2235
C 0.26633 3.93224 -1.00123 -3.6 -1.2 1.1 -0.2156
S 0.17211 5.74257 -1.32855 0.8 -1.3 0.0 -0.1198
N 1.56315 3.27842 -0.68199 0.7 -0.3 0.9 -0.2107
H 6.37697 1.19710 -1.15657 -1.4 -1.3 0.4 0.2646
H 5.84377 -0.62426 -0.92485 -0.5 2.1 0.1 0.2752
H 5.59351 0.62218 0.40509 -0.2 -0.2 -1.9 0.2989
H 3.73856 -0.09182 -1.91460 -0.1 1.5 0.9 0.3204
H 4.20450 1.71146 -2.07135 -0.6 -1.1 1.2 0.2893
H 3.73423 1.93982 0.59249 -0.8 -1.2 -0.8 0.3136
H 0.58054 -0.17660 -0.19676 -0.2 1.9 -0.3 0.5648
H 0.99090 6.34879 -0.36030 -0.5 -1.0 -0.3 0.1138
H 2.41916 3.85870 -0.64205 -1.0 -0.5 -0.6 0.3570
O -2.07685 -3.40151 -0.71700 -0.4 0.0 -0.5 -0.4477
P -3.48205 -3.61624 -0.14199 0.4 -0.1 -0.3 1.0598
O -3.51441 -3.14886 1.32046 -0.9 0.1 -0.5 -0.4286
O -3.83754 -5.10537 -0.21242 0.2 0.5 0.2 -0.4564
O -4.48996 -2.80497 -0.96461 0.2 0.6 0.2 -0.6843
Al 0.63365 4.26455 1.42366 -0.1 -0.5 -0.8 0.5148
B -1.01533 -5.29424 2.64635 -0.7 -0.1 -0.1 0.3901
F -0.18177 -4.18828 3.04443 -0.5 -0.6 -0.1 -0.4377
F -1.80358 -4.91389 1.50946 1.3 -0.7 1.4 -0.0887
F -0.18643 -6.41996 2.30192 -0.5 0.7 0.3 -0.4208
F -1.88230 -5.65401 3.73429 0.7 0.3 -0.7 -0.4035
C 1.99832 -5.00151 0.86559 0.4 -0.6 -0.4 0.9006
O 2.73785 -5.49790 0.02301 0.1 0.0 -0.2 -0.4870
O 2.25472 -4.90593 2.07901 0.0 0.3 0.4 -0.2438
O 0.87760 -4.51015 0.63659 -0.1 0.4 0.0 -0.1896
O -5.53355 4.55182 0.47571 -0.2 -0.1 0.2 -0.3762
H -5.01774 4.89277 1.24324 -0.1 -0.2 -0.2 0.4533
H -6.48807 4.44742 0.70046 0.3 0.0 0.0 0.4648
H -5.14847 3.70860 0.12780 0.2 0.1 0.0 0.4024
K -2.50539 0.37100 -2.87039 -3.2 4.8 -11.9 1.0217


(3)
106
Properties=species:S:1:pos:R:3:forces:R:3:mulliken_charge:R:1 method="wB97M-V/def2-TZVPD" relative_energy_ev=2.058 energy_ev=-173965.738 charge=+2 multiplicity=1 largest_force_ev_per_a=3.40
W -0.36531 0.24273 -0.25738 -0.8 -3.3 0.5 -0.5818
F -7.54423 0.72678 -1.15155 0.2 -0.1 0.0 -0.2627
C -6.36308 0.16133 -1.00914 -0.2 0.1 0.0 0.4766
C -6.22760 -1.21341 -1.13823 -0.1 0.0 0.0 0.3611
F -7.28881 -1.94809 -1.40870 0.2 0.1 0.0 -0.2695
C -4.98003 -1.80667 -0.99282 -0.1 -0.2 -0.1 0.0335
F -4.91059 -3.12237 -1.16904 0.1 0.2 0.0 -0.3475
C -3.84427 -1.06054 -0.69420 -0.3 -0.1 0.0 -1.3975
P -2.19072 -1.80915 -0.66140 0.2 0.6 -0.1 1.1685
C -2.34301 -3.24412 0.43712 0.1 -0.1 0.0 2.3586
C -3.44375 -3.40189 1.27631 0.0 0.0 0.0 -0.8603
C -3.56855 -4.53203 2.06865 0.0 0.0 0.0 -0.8290
C -2.59784 -5.52106 2.03335 0.0 0.0 0.0 -0.8595
C -1.49945 -5.38255 1.19639 0.0 0.1 0.0 -0.9111
C -1.37383 -4.25272 0.40648 -0.1 0.0 -0.1 -1.2552
C -2.16447 -2.42460 -2.38365 -0.1 -0.1 0.0 1.1877
C -1.87297 -3.73443 -2.74979 0.0 0.1 0.0 -0.9408
C -2.00167 -4.13417 -4.07681 0.0 0.0 0.0 -0.7452
C -2.43854 -3.24367 -5.03986 0.0 0.0 0.0 -0.8226
C -2.75481 -1.93777 -4.67807 0.1 0.0 -0.1 -0.6778
C -2.60728 -1.52967 -3.36708 0.0 0.0 0.1 -0.7531
C -4.02314 0.30429 -0.59954 -0.3 0.0 -0.1 0.9257
Br -2.55581 1.45544 -0.33074 0.5 0.8 0.0 0.0343
C -5.24065 0.93673 -0.74531 -0.2 -0.2 0.0 0.3742
F -5.36212 2.25272 -0.64915 0.1 0.0 0.0 -0.2963
H -4.21895 -2.65028 1.32031 0.0 0.0 0.0 0.3891
H -4.43250 -4.64179 2.70883 0.0 0.0 0.0 0.5019
H -2.70239 -6.40473 2.64733 0.0 0.0 0.0 0.4499
H -0.74682 -6.15735 1.15148 0.0 0.0 0.0 0.5114
H -0.51854 -4.17994 -0.25240 0.0 0.0 0.0 0.3854
H -1.58465 -4.47391 -2.02447 0.0 -0.1 0.1 0.3517
H -1.77412 -5.15609 -4.34657 0.0 0.0 0.0 0.4917
H -2.54657 -3.55934 -6.06798 0.0 0.0 0.0 0.4368
H -3.10368 -1.23675 -5.42459 0.0 0.0 0.0 0.5071
H -2.86231 -0.50728 -3.10760 0.0 0.0 0.0 0.2996
C 1.33298 2.35661 2.97880 0.1 -0.2 0.0 -1.0285
Sb 0.47370 2.53925 1.02514 0.0 1.5 0.5 -0.0051
C -0.24460 -0.19520 1.67677 0.8 0.2 -0.8 1.9161
C 0.84022 -1.14684 2.12896 -0.2 0.6 0.1 -0.8545
C 0.97542 -2.39830 1.56255 -0.2 -0.3 -0.1 1.4859
C 1.98661 -3.24338 1.99820 0.0 0.0 0.0 -0.5860
C 2.86772 -2.78171 2.95337 0.0 0.1 0.1 -0.9100
C 2.67818 -1.49226 3.44677 0.0 -0.1 0.0 -0.7293
N 1.67817 -0.70592 3.07103 0.1 -0.1 -0.1 -0.3529
Si -1.46587 0.34623 3.18281 0.1 -0.2 -0.2 0.4743
C -2.21195 2.04571 3.10748 0.0 0.2 -0.1 -1.0210
C -2.85780 -0.85310 3.00884 -0.1 -0.2 0.0 -0.7526
C -0.68429 0.11225 4.84396 0.1 0.0 0.1 -1.1845
C 2.29792 2.44756 -0.18975 0.0 -0.5 -0.2 1.3626
C 2.71397 1.04718 -0.50570 0.0 0.2 0.1 -1.5059
C 4.05280 0.75638 -0.80866 0.0 0.0 0.0 -0.6142
C 4.45750 -0.50532 -1.16430 0.0 0.0 0.0 -1.1107
C 3.50913 -1.52153 -1.24371 0.0 -0.1 0.0 -1.2393
C 2.21457 -1.20625 -0.95410 0.0 0.0 0.1 0.0063
N 1.81598 0.03335 -0.56139 -0.2 0.2 0.0 0.5445
Si 1.85619 3.38218 -1.84263 0.0 0.0 0.2 0.1554
C 3.00906 2.82347 -3.17548 0.1 -0.1 -0.1 -1.0180
C 0.10629 2.95535 -2.34353 -0.1 -0.1 -0.1 -0.7610
C 1.85393 5.21810 -1.59146 0.0 0.1 0.1 -1.0687
Si 3.68614 3.43197 0.74844 -0.2 0.0 0.0 0.9906
C 2.93692 4.95523 1.54333 -0.1 0.1 0.0 -1.2726
C 4.46111 2.28426 2.00554 0.1 -0.1 0.1 -1.0135
C 5.03409 4.03642 -0.38925 0.1 0.1 -0.1 -1.4198
H 0.53819 2.41164 3.71644 0.0 0.0 0.0 0.4944
H 1.97991 3.21794 3.11140 0.0 0.1 0.0 0.4929
H 1.88021 1.42896 3.10708 0.0 0.1 0.1 0.1114
H 0.27597 -2.71379 0.80901 0.1 0.0 0.1 -0.5717
H 2.08873 -4.23638 1.57898 0.0 0.0 0.0 0.5568
H 3.67920 -3.39280 3.32105 0.0 0.0 0.0 0.4979
H 3.35055 -1.08508 4.19191 0.0 0.0 0.0 0.5697
H -2.97250 2.17517 2.34148 0.0 0.0 0.0 0.3644
H -1.52980 2.88870 3.05571 0.0 0.1 0.0 0.3409
H -2.71906 2.12598 4.07504 0.0 0.0 0.0 0.4955
H -3.34519 -0.81681 2.03322 0.0 0.1 0.1 -0.1075
H -3.60642 -0.59640 3.76328 0.0 0.0 0.0 0.6096
H -2.52673 -1.87327 3.20259 0.0 0.0 0.0 0.3137
H -0.45188 1.07462 5.29986 0.0 0.0 0.0 0.4066
H 0.22073 -0.48403 4.84948 0.0 0.0 0.0 0.3050
H -1.42843 -0.38496 5.47086 0.0 0.0 0.0 0.5071
H 4.77270 1.55392 -0.77367 0.1 0.1 0.0 0.2952
H 5.49699 -0.69980 -1.39099 0.0 0.0 0.0 0.5391
H 3.76565 -2.52836 -1.53812 0.0 0.0 0.0 0.5997
H 1.43687 -1.95258 -1.03352 0.1 0.1 0.0 0.4044
H 2.80883 1.78849 -3.46395 0.0 0.0 0.0 0.2657
H 4.05886 2.90042 -2.89411 0.0 0.0 0.0 0.3288
H 2.86068 3.44535 -4.06102 0.0 0.0 0.0 0.5126
H -0.13723 1.90747 -2.15367 0.0 0.1 -0.1 -0.1133
H -0.02787 3.09194 -3.41976 0.0 0.1 0.0 0.5057
H -0.61673 3.58875 -1.82523 0.0 0.0 0.0 0.3417
H 2.83480 5.67219 -1.47618 0.0 0.0 0.0 0.3448
H 1.24550 5.49889 -0.73048 0.0 0.0 0.0 0.2889
H 1.38989 5.66604 -2.47377 0.0 0.0 0.0 0.4887
H 1.84866 4.97790 1.62366 0.0 0.0 0.0 0.2740
H 3.21882 5.84052 0.97378 0.0 0.0 0.0 0.4657
H 3.33075 5.07679 2.55443 0.0 0.0 0.0 0.5020
H 4.49465 2.75249 2.99029 0.0 0.0 0.0 0.4979
H 5.48936 2.04919 1.72589 0.0 0.0 0.0 0.4232
H 3.92361 1.34112 2.10847 0.0 0.0 0.0 0.0885
H 4.67266 4.53037 -1.28801 0.0 0.0 0.0 0.3545
H 5.74602 3.26914 -0.68989 0.1 0.0 0.0 0.4972
H 5.60358 4.78181 0.17393 0.0 0.0 0.0 0.4493
N -0.05603 -0.35114 -6.75972 0.0 -0.1 -0.3 -0.4795
C 0.29157 -0.36042 -5.66428 -0.2 0.1 0.3 0.4052
N 0.71058 -0.32406 -4.41219 0.4 -0.1 -0.3 -0.6409
C 0.22476 -0.39179 -3.29793 -0.2 0.1 0.2 0.7194
N -0.14245 -0.39949 -2.16356 0.1 0.2 0.0 0.3323


(4)
53
Properties=species:S:1:pos:R:3:forces:R:3:mulliken_spin:R:1 method="wB97M-V/def2-TZVPD" energy_ev=-105270.248 charge=+1 multiplicity=2 s_squared=0.76 largest_force_ev_per_a=11.36
Na 0.63885 -2.78594 2.14175 -1.1 -0.1 0.2 0.0000
Na 2.58377 -1.08960 0.38385 0.2 1.0 -1.0 0.0002
N 0.30253 -0.67014 0.98704 -3.3 -3.8 -0.7 0.0000
S -1.28605 -0.94524 0.30421 -2.7 -5.0 -4.5 0.0001
O -1.26095 -0.90280 -1.15814 0.1 1.6 3.2 -0.0001
O -2.51374 -0.70378 1.04963 3.0 0.2 -0.8 0.0000
F -1.18916 -2.56222 0.40856 0.8 0.1 1.2 0.0000
S 0.01921 0.80287 1.11224 3.1 10.4 3.4 -0.0007
O -0.82225 1.33036 2.19222 1.1 -2.0 -2.4 0.0000
O 0.14524 1.58964 -0.09807 -1.3 -1.6 1.3 0.0011
F 1.52927 1.13092 1.71194 -0.2 -0.8 0.2 -0.0007
N 3.80368 3.74826 -1.70311 2.5 0.1 -2.0 0.6171
S 5.45885 3.39943 -2.05395 7.1 2.2 -6.3 -0.0415
O 5.76300 2.25905 -2.94950 -2.2 2.1 3.1 0.0761
O 6.45410 3.81764 -1.05657 -3.2 -1.5 -1.3 0.0405
F 5.61415 4.62526 -3.13680 -1.0 -1.5 1.6 0.0020
S 3.90646 3.10926 -0.31091 -4.4 -2.7 8.6 -0.0776
O 4.37131 3.98291 0.77715 -0.6 -1.7 -2.9 0.2468
O 4.26356 1.67776 -0.30018 -0.1 2.8 -0.5 0.1440
F 2.29982 3.03357 -0.04701 2.1 0.3 -0.5 -0.0063
O -3.16823 -4.37741 1.17629 0.0 -0.1 -0.4 0.0000
H -2.71743 -3.73617 1.72567 0.1 0.2 0.2 0.0000
H -2.98979 -5.21960 1.59475 -0.2 -0.3 0.1 0.0000
O -4.06924 1.45630 1.83621 -0.3 0.0 0.2 0.0000
H -3.83403 2.17671 1.25147 0.0 0.3 -0.1 0.0000
H -3.50454 0.73268 1.56471 0.0 0.1 0.0 0.0000
O -1.89423 -3.88732 -2.40501 0.0 0.0 0.2 0.0000
H -1.68429 -4.80870 -2.55737 0.0 -0.3 -0.2 0.0000
H -2.60613 -3.90597 -1.76542 -0.3 0.0 0.3 0.0000
O -0.49601 0.62085 5.30580 -0.1 -0.4 0.3 0.0000
H -1.08476 0.95666 4.62990 -0.2 0.2 -0.2 0.0000
H 0.13113 0.07701 4.82920 0.2 0.1 -0.1 0.0000
O 1.61596 2.86510 4.92275 0.1 0.0 0.1 0.0000
H 1.16723 2.93226 4.07992 -0.2 0.1 -0.2 0.0000
H 2.45431 2.45197 4.71603 0.3 0.0 0.0 0.0000
O -0.14931 1.85018 -2.74232 0.2 -0.2 -0.4 0.0001
H -0.05054 1.71472 -1.79992 -0.2 0.0 0.1 0.0001
H 0.63400 2.33720 -2.99817 0.0 0.4 -0.3 0.0005
O -2.02447 -0.80470 -4.15591 0.3 -0.1 -0.3 0.0000
H -2.74057 -0.77594 -3.52141 -0.3 0.4 -0.1 0.0000
H -1.47054 -1.52709 -3.86004 0.3 -0.3 -0.2 0.0000
O -1.93595 -2.63930 3.26645 0.9 -0.3 -0.3 0.0000
H -1.69136 -3.10871 4.06398 -0.2 -0.2 0.5 0.0000
H -2.79323 -2.26185 3.46350 -0.4 0.4 0.0 0.0000
O -4.11177 -0.31004 -2.45578 -0.1 -0.1 0.2 0.0000
H -3.89251 -0.97798 -1.80615 0.0 -0.2 0.2 0.0000
H -4.74592 0.25499 -2.01440 -0.2 0.3 0.0 0.0000
O 0.28881 -2.50609 -3.03223 1.0 0.1 0.0 0.0000
H -0.33540 -2.99773 -2.49849 -0.6 -0.3 0.0 0.0000
H 0.29114 -1.62804 -2.65112 0.1 0.5 -0.1 -0.0001
O 2.20354 -0.14296 -1.91141 0.3 -0.6 1.0 -0.0010
H 3.02141 -0.42628 -2.32012 0.2 -0.1 -0.6 -0.0002
H 2.10113 0.76828 -2.18597 -0.4 0.3 -0.1 -0.0005